{
  "formula": "C39H64BrN7O8SSiTi",
  "method": "ωB97M-V/def2-TZVPD",
  "relative_energy_ev": 1.678,
  "charge": 2,
  "homo_ev": -13.327,
  "spin_multiplicity": 1,
  "energy_ev": -180155.449,
  "e_lumo_ev": -5.945,
  "species": ["Ti", "C", "C", "C", "C", "C", "C", "C", "Br", "C", "O", "C", "C", "C", "C", "C", "C", "H", "H", "H", "H", "H", "H", "H", "H", "H", "H", "H", "H", "H", "H", "H", "H", "H", "H", "H", "H", "O", "C", "C", "C", "C", "N", "C", "C", "C", "C", "C", "C", "O", "C", "C", "N", "H", "H", "H", "H", "H", "H", "H", "H", "H", "H", "H", "H", "N", "N", "C", "N", "N", "N", "O", "O", "H", "H", "H", "H", "H", "C", "C", "C", "C", "O", "Si", "S", "O", "C", "C", "C", "C", "O", "C", "C", "C", "C", "H", "H", "H", "H", "H", "H", "H", "H", "H", "H", "H", "H", "H", "H", "H", "H", "H", "H", "H", "H", "H", "H", "H", "H", "H", "H", "H"],
  "xyz": [[0.451794, 1.105146, -0.049444], [-2.655180, -2.657995, -5.905972], [-3.379958, -1.368320, -5.491661], [-3.662541, -0.537664, -6.746192], [-4.723341, -1.722380, -4.831556], [-2.507473, -0.609846, -4.487403], [-2.202334, -1.196379, -3.251504], [-1.427438, -0.488272, -2.374919], [-0.931049, -1.230728, -0.679483], [-0.921226, 0.785803, -2.634112], [-0.196382, 1.348673, -1.626518], [-1.185010, 1.383500, -3.854952], [-1.984680, 0.649608, -4.743486], [-0.670193, 2.761356, -4.313159], [-1.872604, 3.675522, -4.602218], [0.152982, 2.571440, -5.599234], [0.219002, 3.476367, -3.288794], [-3.266792, -3.212217, -6.622532], [-2.469563, -3.312653, -5.050415], [-1.696745, -2.432584, -6.381453], [-4.304918, -1.109530, -7.418695], [-2.745110, -0.301032, -7.293099], [-4.182229, 0.394641, -6.506274], [-5.367793, -2.227595, -5.554702], [-5.238641, -0.821697, -4.487521], [-4.596817, -2.392696, -3.977952], [-2.562769, -2.184281, -2.987215], [-2.210716, 1.109260, -5.696077], [-2.526360, 3.264064, -5.373001], [-1.519970, 4.649879, -4.952847], [-2.469640, 3.832389, -3.699127], [-0.461377, 2.225048, -6.432097], [0.955149, 1.840159, -5.452834], [0.604208, 3.521880, -5.895747], [-0.332037, 3.721087, -2.377325], [0.565877, 4.413571, -3.729795], [1.091970, 2.880023, -3.018604], [-3.803947, 5.424160, 3.321654], [-4.164661, 4.065227, 3.245611], [-3.128198, 3.339491, 2.439738], [-3.254262, 1.982983, 2.174673], [-2.294506, 1.354594, 1.418568], [-1.226770, 1.997634, 0.925681], [-1.089191, 3.311360, 1.194654], [-2.018386, 4.006104, 1.933880], [0.132199, 3.945895, 0.651318], [0.303862, 5.311575, 0.608361], [1.474158, 5.842185, 0.085507], [1.673257, 7.334293, -0.018375], [0.577637, 8.046959, 0.502512], [2.443837, 4.959910, -0.375381], [2.205961, 3.609771, -0.316493], [1.069962, 3.094628, 0.182462], [-4.462504, 5.905364, 3.831943], [-5.135124, 3.924643, 2.761311], [-4.222479, 3.600700, 4.234222], [-4.092382, 1.410391, 2.553773], [-2.380089, 0.304853, 1.182555], [-1.904641, 5.059188, 2.140691], [-0.462774, 5.988631, 0.955283], [1.778851, 7.578217, -1.078333], [2.614748, 7.604372, 0.463655], [0.843033, 8.546825, 1.279576], [3.381297, 5.317512, -0.785310], [2.939103, 2.910394, -0.681211], [2.498161, 0.527740, -2.960735], [3.631018, 0.600295, -2.139171], [3.516054, 0.409302, -0.813562], [4.606147, 0.231375, -0.093679], [2.294928, 0.465864, -0.253573], [2.216853, -0.145228, 1.141810], [3.041755, 0.316813, 1.997201], [0.849428, 0.180945, 1.441015], [2.330861, -0.431447, -3.244324], [2.654198, 1.099188, -3.779152], [4.534669, 0.406749, -2.546769], [5.487223, -0.009663, -0.517564], [4.461345, 0.154636, 0.915121], [4.431948, -2.264223, 3.793414], [3.234218, -2.431212, 4.715921], [3.199058, -1.334086, 5.764005], [3.215339, -3.809508, 5.355713], [2.008326, -2.260292, 3.947789], [1.410163, -2.867502, 2.590754], [2.345332, -1.987215, 0.802982], [-0.155908, -2.491733, 2.435496], [-1.187055, -2.222961, 3.430726], [-1.009745, -3.136474, 4.635728], [-1.079711, -0.760862, 3.834020], [-2.504304, -2.512907, 2.735679], [1.835395, -4.384338, 2.314021], [1.362410, -5.550295, 1.589449], [2.601800, -6.255688, 1.074154], [0.603993, -6.425222, 2.572291], [0.464691, -5.107346, 0.440998], [5.353755, -2.311355, 4.376138], [4.377013, -1.296843, 3.287428], [4.458721, -3.058099, 3.039585], [4.105479, -1.361990, 6.372798], [2.335558, -1.463013, 6.420452], [3.128332, -0.358059, 5.278895], [4.100596, -3.941210, 5.981401], [3.208768, -4.590412, 4.591582], [2.328437, -3.924914, 5.984127], [-0.072961, -2.918789, 5.153552], [-1.006848, -4.184770, 4.325686], [-1.833007, -2.990996, 5.337244], [-0.143663, -0.581534, 4.368287], [-1.913589, -0.487964, 4.485056], [-1.089851, -0.123304, 2.948938], [-2.554833, -3.563068, 2.437916], [-2.603841, -1.898574, 1.836117], [-3.342315, -2.302546, 3.403172], [3.269241, -6.502079, 1.902140], [3.140649, -5.617255, 0.369056], [2.323673, -7.180622, 0.564757], [1.233754, -6.661095, 3.432605], [0.301440, -7.359464, 2.094774], [-0.294252, -5.912718, 2.926816], [1.019973, -4.468578, -0.255701], [-0.397397, -4.546802, 0.817498], [0.100492, -5.980063, -0.104683]],
  "forces_ev_per_angstrom": [[-0.391, 1.097, -0.415], [-0.002, -0.018, -0.025], [-0.001, 0.035, 0.052], [0.021, -0.001, 0.005], [0.021, 0.025, 0.007], [-0.023, -0.005, 0.001], [-0.059, -0.070, -0.113], [0.050, -0.190, 0.266], [-0.084, -0.064, -0.167], [0.044, -0.079, 0.202], [-0.814, -0.012, -2.119], [0.037, 0.299, -0.210], [-0.032, 0.021, -0.085], [-0.065, -0.073, 0.048], [0.007, 0.021, -0.022], [-0.010, 0.006, -0.022], [-0.018, 0.035, -0.002], [0.045, 0.030, 0.056], [-0.007, 0.039, -0.051], [-0.052, -0.018, 0.032], [0.041, 0.032, 0.041], [-0.067, -0.008, 0.031], [0.031, -0.064, -0.027], [0.044, 0.022, 0.051], [0.019, -0.054, -0.024], [-0.004, 0.040, -0.041], [0.021, 0.101, -0.044], [0.027, -0.024, 0.055], [0.035, 0.014, 0.045], [-0.028, -0.074, 0.032], [0.045, -0.015, -0.064], [0.043, -0.007, 0.055], [-0.047, 0.062, 0.000], [-0.041, -0.060, 0.009], [0.038, -0.016, -0.033], [-0.017, -0.019, 0.006], [-0.018, 0.037, -0.021], [-0.035, -0.049, 0.014], [0.094, 0.075, -0.032], [-0.019, 0.033, -0.003], [-0.152, 0.032, 0.064], [0.034, 0.004, -0.230], [-0.002, 0.200, 0.486], [0.037, -0.077, -0.104], [-0.167, 0.135, 0.095], [0.005, -0.178, 0.003], [0.022, 0.221, 0.012], [-0.035, 0.107, 0.004], [-0.089, -0.023, 0.052], [0.024, -0.088, 0.022], [0.123, 0.093, -0.047], [-0.122, -0.114, 0.063], [-0.065, 0.442, 0.119], [-0.005, 0.008, 0.007], [-0.068, 0.013, -0.042], [0.012, -0.026, 0.078], [0.027, 0.027, -0.039], [0.026, -0.032, -0.014], [0.015, -0.030, 0.013], [0.017, -0.021, 0.000], [0.021, 0.029, -0.063], [0.039, -0.007, 0.034], [0.011, 0.034, -0.028], [-0.058, -0.017, 0.013], [0.036, -0.088, -0.015], [-0.040, -0.051, 0.176], [-0.025, -0.114, -0.137], [-0.303, 0.214, -0.027], [0.160, -0.198, -0.011], [0.537, -0.449, 0.415], [1.248, -0.337, 0.501], [-0.841, -0.175, -0.644], [0.709, -0.977, 1.384], [0.019, -0.059, -0.089], [-0.030, 0.099, -0.008], [0.108, 0.039, -0.012], [-0.024, 0.017, 0.002], [0.092, 0.051, 0.114], [-0.010, 0.009, -0.093], [0.044, -0.021, -0.054], [-0.020, 0.073, 0.023], [-0.061, -0.070, -0.004], [-0.114, -0.021, -0.124], [0.054, 0.312, 0.084], [-0.101, 0.319, 0.224], [-0.135, -0.049, 0.085], [0.159, -0.089, 0.052], [0.064, -0.026, 0.021], [0.091, 0.019, 0.064], [-0.040, -0.034, -0.090], [0.086, -0.191, 0.019], [-0.133, 0.054, -0.081], [0.104, -0.020, -0.027], [-0.044, 0.030, 0.109], [-0.035, 0.084, 0.006], [-0.030, -0.015, -0.039], [0.029, -0.092, 0.071], [0.008, 0.050, 0.076], [-0.071, -0.002, -0.033], [0.049, 0.010, -0.028], [0.026, -0.042, 0.032], [-0.053, -0.001, -0.028], [0.013, 0.052, 0.058], [0.067, 0.000, -0.029], [-0.099, -0.019, -0.032], [-0.028, 0.060, 0.024], [0.025, -0.013, -0.015], [-0.049, 0.004, -0.050], [0.030, -0.008, -0.009], [0.018, -0.110, 0.176], [-0.015, 0.074, 0.007], [-0.031, -0.042, 0.043], [0.034, -0.010, -0.039], [-0.038, 0.002, -0.050], [-0.019, -0.046, 0.044], [0.030, 0.060, 0.017], [-0.040, -0.003, -0.056], [0.015, 0.062, 0.027], [0.046, -0.046, -0.021], [-0.065, -0.084, 0.042], [0.086, -0.081, -0.050], [0.032, 0.053, 0.012]]
}